{"formula": "C10H16", "method": "the ωB97M-V functional and the def2-TZVPD basis", "homo_lumo_gap_ev": 10.11, "mol_weight_g_mol": 136.24, "charge": 0, "de_lowest_kj_mol": 52.6, "smiles": "Cc1ccccc1.CCC", "e_homo_ev": -9.0754, "symbols": ["C", "C", "C", "C", "C", "C", "C", "C", "C", "C", "H", "H", "H", "H", "H", "H", "H", "H", "H", "H", "H", "H", "H", "H", "H", "H"], "positions_angstrom": [[-0.784, -0.489, -1.891], [-0.992, 0.257, 2.477], [0.181, -1.069, -2.903], [1.563, -1.495, -2.398], [-1.149, 2.589, 1.961], [-1.653, 1.465, 2.620], [-0.011, 2.464, 1.195], [0.657, 1.245, 1.066], [0.723, -1.234, 1.436], [0.137, 0.116, 1.680], [-0.909, -1.075, -0.978], [-1.821, -0.320, -2.194], [1.491, 1.186, 0.384], [0.137, -1.831, 0.732], [-2.587, 1.454, 3.161], [1.653, -1.328, -1.330], [-0.578, 0.527, -1.545], [0.831, -1.909, 2.289], [1.692, -2.566, -2.560], [0.256, -0.357, -3.723], [-0.351, -1.872, -3.425], [1.731, -1.128, 1.042], [-1.309, -0.595, 3.061], [0.381, 3.366, 0.724], [-1.637, 3.550, 2.028], [2.349, -0.949, -2.909]], "forces_ev_per_a": [[-0.84, 0.79, 1.16], [0.07, 0.05, 0.40], [-0.97, 0.15, -0.87], [-0.55, -0.22, -0.05], [-0.48, -0.29, 0.27], [0.19, -0.16, -0.49], [0.66, 0.36, -0.01], [-0.74, 0.39, -0.33], [0.62, -0.76, -0.08], [-0.01, -0.04, 0.18], [0.33, -0.22, -0.08], [0.05, -0.54, -0.81], [0.27, -0.14, 0.08], [0.01, 0.28, -0.16], [0.03, 0.38, 0.25], [0.07, 0.12, 0.16], [0.80, -0.06, 0.02], [-0.21, 0.46, 0.39], [0.23, 0.08, -0.02], [0.35, 0.35, 0.02], [0.28, -0.38, 0.34], [0.06, -0.06, -0.24], [-0.29, -0.18, -0.16], [0.00, -0.33, -0.05], [-0.10, 0.00, 0.06], [0.18, -0.04, 0.01]], "nbo_charge": [-0.61, -0.21, -0.41, -0.61, -0.23, -0.20, -0.19, -0.22, -0.64, -0.01, 0.20, 0.21, 0.21, 0.22, 0.21, 0.21, 0.21, 0.22, 0.21, 0.20, 0.20, 0.21, 0.21, 0.21, 0.21, 0.21]}